{
  "formula": "C23H48BiNO2P3",
  "method": "ωB97M-V/def2-TZVPD",
  "e_lumo_ha": [-0.352, -0.388],
  "charge": 3,
  "mol_weight_g_mol": 672.5,
  "homo_ev": [-16.53, -15.67],
  "de_lowest_kcal_mol": 0.96,
  "symbols": ["Bi", "P", "P", "P", "H", "C", "C", "H", "C", "C", "C", "C", "C", "C", "C", "C", "C", "H", "H", "H", "H", "H", "H", "H", "H", "H", "H", "H", "H", "H", "H", "H", "H", "H", "H", "H", "H", "H", "H", "H", "H", "H", "H", "H", "H", "H", "C", "C", "C", "C", "C", "C", "O", "H", "H", "H", "H", "H", "H", "O", "C", "C", "C", "C", "C", "C", "N", "H", "H", "H", "H", "H", "H", "H", "H", "H", "H", "H"],
  "coordinates": [[0.387, 0.555, 0.265], [0.369, -1.200, -2.286], [3.367, -0.372, 0.060], [0.494, 2.453, -1.792], [-4.532, 1.092, 1.958], [-4.447, 1.621, 1.000], [-4.578, 0.986, -0.178], [-4.828, -0.079, -0.236], [0.172, -2.940, -1.760], [1.795, -1.369, -3.447], [-1.041, -0.900, -3.405], [3.415, 0.570, 1.604], [3.656, -2.109, 0.449], [4.604, 0.268, -1.089], [-1.174, 2.962, -2.301], [1.372, 2.175, -3.354], [1.231, 3.993, -1.183], [-4.246, 2.698, 1.045], [-4.526, 1.529, -1.128], [-0.883, -3.147, -1.545], [0.756, -3.156, -0.852], [0.515, -3.613, -2.559], [2.701, -1.730, -2.937], [2.037, -0.416, -3.934], [1.521, -2.098, -4.222], [-1.980, -1.066, -2.861], [-0.975, -1.589, -4.257], [-1.030, 0.138, -3.769], [4.436, 0.434, 1.988], [2.735, 0.194, 2.385], [3.260, 1.657, 1.495], [4.497, -2.182, 1.155], [3.907, -2.633, -0.485], [2.773, -2.587, 0.910], [5.604, 0.246, -0.629], [4.390, 1.312, -1.368], [4.641, -0.340, -2.006], [-1.126, 4.000, -2.655], [-1.863, 2.898, -1.447], [-1.543, 2.321, -3.111], [1.505, 3.148, -3.844], [0.806, 1.517, -4.022], [2.362, 1.741, -3.170], [1.010, 4.793, -1.903], [2.318, 3.872, -1.099], [0.825, 4.263, -0.202], [-0.325, 3.155, 2.272], [0.865, 3.167, 3.061], [1.541, 4.385, 3.172], [0.939, 5.576, 2.740], [-0.389, 5.559, 2.282], [-1.071, 4.363, 2.149], [-0.709, 2.121, 1.541], [2.202, -0.610, -0.741], [1.275, 2.233, 3.467], [2.563, 4.408, 3.579], [1.486, 6.532, 2.782], [-0.888, 6.492, 2.014], [-2.095, 4.286, 1.787], [-0.228, -1.465, 1.297], [-1.077, -2.336, 1.672], [-2.551, -2.236, 1.392], [-3.011, -3.331, 0.430], [-3.276, -4.670, 1.113], [-2.032, -5.327, 1.711], [-1.395, -4.515, 2.836], [-0.600, -3.389, 2.339], [-3.080, -2.310, 2.358], [-2.752, -1.239, 0.974], [-3.932, -2.997, -0.067], [-2.268, -3.469, -0.368], [-4.025, -4.531, 1.905], [-3.709, -5.357, 0.374], [-2.321, -6.295, 2.142], [-1.289, -5.535, 0.929], [-2.184, -4.137, 3.506], [-0.720, -5.149, 3.418], [0.369, -3.292, 2.655]],
  "lowdin_charge": [1.460, 0.726, 0.775, 0.654, 0.057, -0.072, -0.083, 0.044, -0.247, -0.250, -0.238, -0.256, -0.190, -0.183, -0.231, -0.254, -0.247, 0.044, 0.047, 0.025, 0.037, 0.070, 0.035, 0.029, 0.069, 0.059, 0.073, 0.024, 0.085, 0.061, 0.055, 0.080, 0.076, 0.061, 0.086, 0.064, 0.070, 0.071, 0.045, 0.049, 0.076, 0.040, 0.036, 0.072, 0.055, 0.030, -0.359, 0.018, -0.028, 0.002, -0.022, 0.043, -0.304, -0.122, 0.126, 0.133, 0.144, 0.136, 0.134, -0.312, -0.424, -0.081, -0.176, -0.188, -0.172, -0.144, 0.108, 0.145, 0.104, 0.124, 0.085, 0.129, 0.127, 0.129, 0.122, 0.137, 0.135, 0.163]
}


{
  "formula": "C31H48B3F18O18P",
  "method": "ωB97M-V/def2-TZVPD",
  "e_lumo_ha": 0.000,
  "mol_weight_g_mol": 1114.1,
  "smiles": "CCOP(=O)(CCCB1OBOBO1)OCC.CCOC(=O)C(F)(F)F.CCOC(=O)C(F)(F)F.CCOC(=O)C(F)(F)F.CCOC(=O)C(F)(F)F.CCOC(=O)C(F)(F)F.CCOC(=O)C(F)(F)F",
  "homo_ev": -9.30,
  "symbols": ["C", "C", "O", "P", "O", "C", "C", "C", "B", "O", "B", "O", "B", "O", "O", "C", "C", "H", "H", "H", "H", "H", "H", "H", "H", "H", "H", "H", "H", "H", "H", "H", "H", "H", "H", "C", "C", "O", "C", "O", "C", "F", "F", "F", "H", "H", "H", "H", "H", "C", "C", "O", "C", "O", "C", "F", "F", "F", "H", "H", "H", "H", "H", "C", "C", "O", "C", "O", "C", "F", "F", "F", "H", "H", "H", "H", "H", "C", "C", "O", "C", "O", "C", "F", "F", "F", "H", "H", "H", "H", "H", "C", "C", "O", "C", "O", "C", "F", "F", "F", "H", "H", "H", "H", "H", "C", "C", "O", "C", "O", "C", "F", "F", "F", "H", "H", "H", "H", "H"],
  "coordinates": [[-0.221, -2.638, 5.380], [-0.421, -2.580, 3.720], [0.884, -2.167, 3.181], [0.882, -2.050, 1.444], [1.564, -3.411, 0.911], [-0.843, -1.974, 0.633], [-1.743, -0.660, 1.018], [-3.229, -1.119, 1.628], [-3.723, 0.139, 2.618], [-4.709, 1.172, 2.172], [-4.419, 2.479, 2.796], [-4.336, 2.483, 4.300], [-3.256, 1.504, 4.603], [-3.089, 0.182, 3.957], [1.971, -0.767, 1.001], [1.855, 0.403, 1.885], [2.840, 0.389, 3.195], [-0.854, -1.755, 5.839], [0.916, -2.365, 5.622], [-0.461, -3.691, 5.832], [-0.741, -3.668, 3.394], [-1.275, -1.775, 3.542], [-0.681, -1.960, -0.547], [-1.450, -2.975, 0.855], [-1.277, 0.048, 1.824], [-1.974, -0.064, 0.025], [-3.055, -2.065, 2.317], [-4.009, -1.354, 0.782], [-4.226, 3.491, 2.224], [-2.472, 1.819, 5.442], [0.774, 0.637, 2.266], [2.182, 1.346, 1.231], [3.930, 0.053, 2.932], [2.449, -0.285, 4.091], [2.838, 1.501, 3.628], [-2.516, 1.797, -6.107], [-1.385, 2.191, -5.175], [-1.902, 2.557, -3.886], [-2.147, 1.524, -3.018], [-1.953, 0.342, -3.289], [-2.644, 2.057, -1.675], [-3.574, 3.046, -1.811], [-1.634, 2.587, -0.928], [-3.226, 1.097, -0.902], [-3.263, 2.596, -6.165], [-2.136, 1.594, -7.113], [-3.033, 0.903, -5.744], [-0.872, 3.072, -5.574], [-0.637, 1.395, -5.088], [2.303, 2.887, -1.733], [3.776, 2.546, -1.613], [4.582, 3.706, -1.870], [4.777, 4.554, -0.810], [4.305, 4.370, 0.308], [5.688, 5.714, -1.210], [5.373, 6.237, -2.430], [6.996, 5.336, -1.286], [5.643, 6.755, -0.331], [2.090, 3.338, -2.707], [1.687, 1.990, -1.617], [2.003, 3.615, -0.973], [4.043, 1.800, -2.369], [4.012, 2.111, -0.635], [8.180, 1.077, -1.010], [8.061, 1.830, -2.322], [8.470, 0.997, -3.417], [7.518, 0.145, -3.916], [6.374, 0.066, -3.478], [8.070, -0.642, -5.104], [9.333, -1.110, -4.886], [8.138, 0.117, -6.235], [7.314, -1.730, -5.421], [9.194, 0.682, -0.883], [7.947, 1.731, -0.165], [7.500, 0.220, -0.984], [8.734, 2.694, -2.311], [7.047, 2.215, -2.476], [-4.139, -8.688, -0.432], [-4.152, -7.394, -1.225], [-4.539, -6.296, -0.385], [-3.541, -5.729, 0.366], [-2.374, -6.110, 0.352], [-4.079, -4.546, 1.170], [-5.283, -4.809, 1.755], [-4.269, -3.441, 0.392], [-3.246, -4.163, 2.178], [-5.106, -8.851, 0.055], [-3.923, -9.539, -1.084], [-3.385, -8.657, 0.360], [-4.898, -7.462, -2.024], [-3.185, -7.204, -1.703], [4.109, 5.853, 2.713], [5.240, 6.247, 3.645], [4.723, 6.613, 4.934], [4.478, 5.580, 5.802], [4.672, 4.398, 5.531], [3.981, 6.113, 7.145], [3.051, 7.102, 7.009], [4.991, 6.643, 7.892], [3.400, 5.153, 7.918], [3.362, 6.651, 2.655], [4.489, 5.650, 1.707], [3.592, 4.959, 3.076], [5.754, 7.128, 3.246], [5.988, 5.450, 3.732], [-7.422, -3.365, -1.391], [-8.725, -3.997, -1.843], [-8.846, -3.931, -3.272], [-8.215, -4.923, -3.979], [-7.573, -5.831, -3.458], [-8.466, -4.758, -5.477], [-8.344, -3.465, -5.894], [-9.722, -5.155, -5.834], [-7.606, -5.485, -6.245], [-7.338, -2.342, -1.773], [-7.362, -3.341, -0.300], [-6.561, -3.920, -1.775], [-9.569, -3.437, -1.427], [-8.818, -5.030, -1.487]],
  "lowdin_charge": [-0.081, -0.258, -0.294, 0.770, -0.398, -0.204, -0.195, -0.083, -0.359, 0.126, -0.168, 0.085, -0.194, 0.111, -0.268, -0.293, -0.102, 0.078, 0.092, 0.080, 0.134, 0.107, 0.127, 0.104, 0.099, 0.099, 0.094, 0.115, 0.104, 0.103, 0.104, 0.122, 0.090, 0.078, 0.090, -0.062, -0.212, 0.009, -0.321, 0.143, -0.464, 0.148, 0.141, 0.120, 0.085, 0.085, 0.079, 0.127, 0.127, -0.060, -0.204, 0.010, -0.301, 0.118, -0.463, 0.146, 0.142, 0.143, 0.084, 0.081, 0.079, 0.127, 0.122, -0.057, -0.210, 0.014, -0.320, 0.139, -0.470, 0.141, 0.142, 0.143, 0.085, 0.081, 0.080, 0.127, 0.111, -0.062, -0.207, 0.005, -0.321, 0.152, -0.462, 0.144, 0.116, 0.115, 0.084, 0.084, 0.079, 0.126, 0.128, -0.064, -0.202, 0.009, -0.325, 0.139, -0.471, 0.138, 0.142, 0.140, 0.090, 0.035, 0.080, 0.127, 0.127, -0.062, -0.208, 0.011, -0.323, 0.138, -0.471, 0.140, 0.143, 0.141, 0.086, 0.081, 0.074, 0.127, 0.126]
}


{
  "formula": "C29H32CoN10O3SSe",
  "method": "ωB97M-V/def2-TZVPD",
  "multiplicity": 2,
  "e_lumo_ha": [-0.190, -0.190],
  "charge": 2,
  "mol_weight_g_mol": 738.6,
  "homo_ev": [-12.48, -12.48],
  "de_lowest_kcal_mol": 10.45,
  "symbols": ["Co", "C", "N", "C", "C", "O", "C", "O", "C", "C", "O", "N", "C", "C", "H", "H", "H", "H", "H", "H", "H", "H", "H", "H", "H", "H", "H", "H", "H", "H", "Se", "N", "C", "C", "C", "C", "C", "N", "C", "C", "N", "C", "C", "C", "C", "C", "N", "H", "H", "H", "H", "H", "H", "N", "C", "C", "N", "C", "C", "N", "H", "H", "H", "H", "H", "S", "C", "N", "C", "C", "C", "C", "H", "H", "H", "H", "H"],
  "coordinates": [[-0.168, 0.077, -0.808], [-1.151, 3.870, 2.767], [-0.262, 3.276, 1.775], [1.131, 3.705, 1.834], [-0.633, 2.299, 0.965], [0.155, 1.788, 0.144], [-2.084, 1.843, 1.018], [-2.227, 0.617, 0.311], [-3.284, 0.566, -0.619], [-2.725, 0.708, -2.029], [-1.492, 0.834, -2.158], [-3.553, 0.695, -3.062], [-3.054, 0.845, -4.425], [-5.004, 0.594, -2.942], [-0.877, 4.915, 2.893], [-2.188, 3.838, 2.448], [-1.052, 3.360, 3.727], [1.180, 4.788, 1.735], [1.560, 3.417, 2.796], [1.691, 3.239, 1.032], [-2.385, 1.678, 2.050], [-2.707, 2.625, 0.573], [-3.797, -0.390, -0.505], [-4.011, 1.359, -0.429], [-1.994, 1.068, -4.405], [-3.227, -0.076, -4.983], [-3.590, 1.657, -4.916], [-5.309, 0.323, -1.936], [-5.470, 1.543, -3.211], [-5.363, -0.176, -3.623], [7.319, -1.113, -1.813], [6.164, -0.029, -2.613], [5.002, -0.219, -2.046], [3.785, 0.481, -2.440], [3.741, 1.447, -3.446], [2.540, 2.058, -3.735], [1.398, 1.666, -3.041], [1.425, 0.730, -2.104], [2.600, 0.169, -1.777], [2.577, -0.767, -0.643], [1.403, -0.923, 0.004], [1.329, -1.822, 0.981], [2.421, -2.583, 1.385], [3.637, -2.393, 0.766], [3.723, -1.465, -0.272], [4.966, -1.191, -0.988], [6.099, -1.780, -0.709], [4.651, 1.706, -3.971], [2.472, 2.825, -4.494], [0.431, 2.104, -3.247], [0.374, -1.915, 1.480], [2.300, -3.308, 2.178], [4.520, -2.949, 1.053], [-0.522, -3.977, -4.226], [-0.857, -3.465, -3.025], [-0.397, -2.199, -2.604], [-0.755, -1.714, -1.428], [-1.561, -2.439, -0.636], [-2.002, -3.676, -1.071], [-1.662, -4.187, -2.245], [0.159, -3.538, -4.818], [-0.821, -4.913, -4.445], [0.247, -1.585, -3.222], [-1.829, -2.024, 0.328], [-2.653, -4.276, -0.447], [-0.944, -0.290, 3.048], [-0.473, -0.466, 4.666], [0.806, -0.813, 4.972], [1.289, -0.992, 6.229], [0.472, -0.824, 7.300], [-0.868, -0.459, 7.056], [-1.327, -0.284, 5.780], [1.427, -0.929, 4.183], [2.330, -1.268, 6.305], [0.848, -0.968, 8.301], [-1.542, -0.318, 7.891], [-2.353, -0.013, 5.583]],
  "lowdin_charge": [0.590, -0.008, -0.115, 0.004, -0.401, -0.016, -0.142, -0.191, -0.091, -0.364, -0.014, -0.114, 0.005, -0.002, 0.103, 0.090, 0.105, 0.102, 0.105, 0.088, 0.082, 0.150, 0.143, 0.144, 0.084, 0.105, 0.105, 0.086, 0.110, 0.107, 1.198, -0.212, -0.338, -0.072, 0.035, -0.007, -0.079, 0.075, -0.124, -0.105, 0.070, -0.121, -0.014, 0.036, -0.072, -0.338, -0.215, 0.130, 0.120, 0.115, 0.037, 0.119, 0.130, 0.163, -0.348, -0.023, -0.008, -0.101, -0.081, 0.148, 0.111, 0.120, 0.124, 0.105, 0.123, 0.713, -0.731, 0.051, -0.056, -0.042, -0.026, -0.081, 0.134, 0.135, 0.118, 0.124, 0.109]
}


{
  "formula": "C7H10N",
  "method": "ωB97M-V/def2-TZVPD",
  "e_lumo_ha": -0.172,
  "charge": 1,
  "mol_weight_g_mol": 108.2,
  "homo_ev": -13.75,
  "de_lowest_kcal_mol": 94.28,
  "symbols": ["C", "C", "C", "C", "C", "C", "C", "N", "H", "H", "H", "H", "H", "H", "H", "H", "H", "H"],
  "coordinates": [[-0.992, 1.669, -0.812], [-1.462, 0.665, 0.031], [0.328, -0.782, -0.663], [1.307, -1.334, -1.408], [-1.526, -0.597, 0.835], [-0.734, -1.639, 0.085], [-0.148, 0.588, -0.687], [1.476, 1.819, 0.895], [-1.197, 2.733, -1.140], [1.964, -0.795, -2.019], [1.406, -2.390, -1.314], [-0.887, -0.307, 1.651], [-2.563, -0.738, 1.232], [-1.408, -2.130, -0.687], [-0.236, -2.478, 0.752], [0.958, 2.690, 1.170], [2.370, 1.938, 0.517], [1.343, 1.087, 1.564]],
  "lowdin_charge": [0.156, 0.049, -0.239, 0.179, -0.125, -0.118, -0.035, 0.073, 0.157, 0.078, 0.088, 0.129, 0.149, 0.149, 0.172, 0.082, 0.024, 0.032]
}


{
  "formula": "C2H25N2O9",
  "method": "ωB97M-V/def2-TZVPD",
  "e_lumo_ha": -0.091,
  "charge": 1,
  "mol_weight_g_mol": 221.2,
  "homo_ev": -11.72,
  "de_lowest_kcal_mol": 32.17,
  "symbols": ["C", "C", "N", "N", "H", "H", "H", "H", "H", "H", "H", "H", "H", "O", "H", "H", "O", "H", "H", "O", "H", "H", "O", "H", "H", "O", "H", "H", "O", "H", "H", "O", "H", "H", "O", "H", "H", "O"],
  "coordinates": [[-0.535, -0.875, -0.971], [-1.801, -1.159, -1.290], [-2.738, -0.248, -1.673], [0.350, -1.875, -0.336], [0.013, -0.010, -1.297], [-2.129, -2.182, -1.122], [-3.569, -0.602, -2.112], [-2.372, 0.609, -2.011], [0.155, -1.917, 0.680], [1.307, -1.601, -0.556], [0.211, -2.802, -0.722], [-1.450, -2.878, 2.424], [-1.897, -1.500, 2.101], [-1.290, -2.192, 1.768], [3.958, 0.430, -1.094], [2.802, 0.126, -0.014], [3.020, 0.503, -0.895], [1.760, 3.378, -0.462], [2.058, 1.947, -0.892], [1.309, 2.569, -0.730], [-2.621, 0.169, 3.403], [-2.464, 0.813, 2.057], [-2.908, 0.053, 2.487], [-0.313, 2.597, -1.534], [-1.529, 3.397, -1.596], [-1.286, 2.467, -1.489], [3.081, -1.556, 1.897], [1.961, -0.541, 1.679], [2.637, -1.087, 1.184], [-1.361, 1.737, 0.099], [-1.716, 2.714, 1.262], [-1.260, 1.891, 1.073], [0.289, 1.052, 1.578], [0.024, -0.124, 2.584], [0.706, 0.375, 2.132], [2.927, -1.870, -2.648], [2.547, -0.484, -2.327], [2.127, -1.324, -2.639]],
  "lowdin_charge": [-0.118, -0.170, 0.108, 0.161, 0.103, 0.134, 0.106, 0.060, 0.093, 0.092, 0.162, 0.073, 0.021, -0.055, 0.094, 0.030, -0.066, 0.071, 0.019, -0.063, 0.062, 0.016, -0.056, 0.029, 0.081, -0.070, 0.078, 0.015, -0.080, 0.027, 0.080, -0.077, 0.026, 0.047, -0.030, 0.055, 0.018, -0.073]
}